# 1
One molecule with the formula CH3F2PS2, computed with ωB97M-V/def2-TZVPD.

```
9
CH3F2PS2 | OMol25 | ωB97M-V/def2-TZVPD
C 0.332 0.741 1.402
F 0.059 -1.720 -0.464
F 1.078 -0.183 -2.008
P -0.405 -0.609 -1.502
S -1.551 -1.405 -2.812
S -1.033 1.153 0.295
H 1.026 0.244 0.755
H -0.130 0.177 2.314
H 0.625 1.601 2.020
```

Summary:
Energy relative to the best compared isomer or geometry (same formula, charge and spin) (eV): 1.4044
Charge: 0
SMILES string: CSP(F)(F)=S
Frontier orbital gap (eV): 7.894
LUMO level (eV): -1.7

***

# 2
CH3NO2S2 as an isolated structure, computed with ωB97M-V/def2-TZVPD.

```
9
CH3NO2S2 | OMol25 | ωB97M-V/def2-TZVPD
C -1.596 0.338 -0.243
N 1.773 0.866 0.648
O 1.578 0.337 -0.661
O 2.591 0.295 1.273
S -1.185 -1.203 -0.946
S -1.183 0.440 1.333
H 0.756 0.748 -0.861
H -1.952 -1.034 -2.056
H -0.781 -0.787 1.513
```

Summary:
Energy relative to the best compared isomer or geometry (same formula, charge and spin) (eV): 4.5014
Charge: 0
Frontier orbital gap (eV): 8.851
LUMO level (eV): -0.5

***

# 3
One molecule with the formula C2H5N3O2, computed with ωB97M-V/def2-TZVPD.

```
12
C2H5N3O2 | OMol25 | ωB97M-V/def2-TZVPD
C 0.392 -0.583 0.039
C -0.629 1.706 -0.147
H 0.875 -2.193 -0.754
H -0.829 -1.769 -0.990
H 1.912 0.414 0.391
H -1.396 -0.307 1.148
H -0.400 2.715 -0.335
N 0.042 -1.822 -0.503
N 1.698 -0.486 0.058
N -0.322 -0.025 1.037
O -0.378 1.441 1.147
O -0.966 0.906 -1.090
```

Summary:
Energy relative to the best compared isomer or geometry (same formula, charge and spin) (eV): 5.3960
Charge: 0
SMILES string: [H]/N=C(/N)NOC=O
Frontier orbital gap (eV): 9.263
LUMO level (eV): 0.5

***

# 4
A 2-piece molecular cluster, C2 overall, computed with ωB97M-V/def2-TZVPD.

```
2
C2 | OMol25 | ωB97M-V/def2-TZVPD
C 0.000 0.000 1.294
C 0.000 0.000 -1.294
```

Summary:
Energy relative to the best compared isomer or geometry (same formula, charge and spin) (eV): 7.0340
Charge: 0
Frontier orbital gap (eV): 5.900
LUMO level (eV): -2.3

***

# 5
An isolated ion of composition C8H14N5 and charge +1, computed with ωB97M-V/def2-TZVPD.

```
27
C8H14N5 | OMol25 | ωB97M-V/def2-TZVPD
C -0.812 -2.687 0.020
C -1.200 -3.150 1.304
C 0.748 -2.093 1.496
C -0.288 0.689 -1.244
C -1.108 2.079 -3.260
C 0.765 -0.631 1.961
C 1.004 1.746 1.245
C 0.976 0.325 0.770
N 0.364 -2.122 0.055
N -0.837 1.204 -2.172
N -0.249 -2.876 2.181
N -0.018 0.069 -0.227
N -0.415 3.282 -2.906
H -1.459 -2.892 -0.890
H -2.192 -3.660 1.520
H -0.614 1.641 -4.133
H -2.283 2.310 -3.404
H -0.191 -0.332 2.360
H 1.779 -2.582 1.597
H 1.512 -0.502 2.664
H 0.488 2.425 0.658
H 1.970 2.065 1.293
H 0.372 1.754 2.199
H 1.936 -0.004 0.245
H -0.017 -3.311 3.072
H 0.629 3.164 -3.029
H -0.861 4.089 -3.378
```

Summary:
Energy relative to the best compared isomer or geometry (same formula, charge and spin) (eV): 3.7563
Charge: +1
SMILES string: C[C@@H](C[C@@H]1N=CC=[NH+]1)N=C=NCN
Frontier orbital gap (alpha / beta) (eV): 6.352 / 6.353
LUMO level (alpha / beta) (eV): -5.2 / -5.2

***

# 6
An isolated ion of composition C5H9N and charge -1, computed with ωB97M-V/def2-TZVPD.

```
15
C5H9N | OMol25 | ωB97M-V/def2-TZVPD
C 2.536 0.555 0.703
C 1.558 0.303 -0.143
N 0.604 -0.693 0.085
C -0.474 -0.834 -0.885
C -2.142 0.396 0.649
C -1.809 -0.308 -0.434
H 3.151 1.467 0.666
H 2.785 -0.332 1.290
H 1.339 0.995 -0.975
H 0.224 -0.789 1.059
H -0.544 -1.805 -1.306
H -0.279 -0.112 -1.681
H -3.117 0.645 0.928
H -1.385 0.639 1.382
H -2.447 -0.126 -1.340
```

Summary:
Energy relative to the best compared isomer or geometry (same formula, charge and spin) (eV): 1.8423
Charge: -1
Spin multiplicity: 2
Frontier orbital gap (alpha / beta) (eV): 2.643 / 8.174
LUMO level (alpha / beta) (eV): 4.2 / 4.1

***

# 7
C34H39CrN2O5P2S2 as an isolated structure, computed with ωB97M-V/def2-TZVPD.

```
85
C34H39CrN2O5P2S2 | OMol25 | ωB97M-V/def2-TZVPD
Cr -0.341 0.162 0.189
O 3.137 4.306 -0.600
C 3.885 3.243 -0.252
C 5.268 3.416 -0.275
C 6.106 2.373 0.055
C 5.592 1.124 0.416
C 4.226 0.950 0.448
C 3.351 1.996 0.121
C 1.908 1.737 0.173
O 1.507 0.558 0.580
N 1.071 2.671 -0.190
N -0.278 2.245 -0.024
C -1.084 3.246 0.021
S -2.805 3.061 0.236
C -3.064 4.774 0.751
C -2.158 5.630 -0.109
S -0.511 4.880 -0.102
H 2.196 4.032 -0.571
H 5.655 4.386 -0.560
H 7.179 2.529 0.028
H 6.256 0.307 0.670
H 3.797 -0.005 0.724
H -2.816 4.867 1.807
H -4.118 5.002 0.604
H -2.059 6.635 0.302
H -2.521 5.697 -1.134
C -5.835 -0.058 1.042
C -4.331 -0.069 1.002
O -3.912 0.075 -0.385
P -2.468 -0.430 -0.823
O -2.557 -2.007 -0.824
C -3.575 -2.720 -1.602
C -4.433 -3.543 -0.683
O -2.466 -0.108 -2.381
C -2.381 1.214 -2.979
C -3.753 1.750 -3.291
H -6.174 -0.001 2.078
H -6.263 -0.950 0.590
H -6.217 0.814 0.509
H -3.924 -0.997 1.411
H -3.919 0.763 1.571
H -3.020 -3.338 -2.302
H -4.167 -2.006 -2.170
H -3.849 -4.307 -0.175
H -5.214 -4.037 -1.266
H -4.915 -2.916 0.068
H -1.790 1.073 -3.879
H -1.823 1.879 -2.320
H -4.283 1.078 -3.967
H -3.656 2.722 -3.780
H -4.346 1.871 -2.385
C -1.296 -6.305 -0.360
C -1.592 -5.700 0.855
C -1.077 -4.445 1.151
C -0.234 -3.796 0.250
C 0.053 -4.405 -0.970
C -0.482 -5.651 -1.275
P 0.479 -2.162 0.663
C 0.700 -2.228 2.467
C 1.195 -3.361 3.116
C 1.339 -3.375 4.494
C 0.980 -2.263 5.246
C 0.472 -1.136 4.619
C 0.333 -1.126 3.237
C 2.134 -2.223 -0.103
C 3.258 -2.744 0.527
C 4.477 -2.785 -0.140
C 4.582 -2.307 -1.438
C 3.465 -1.778 -2.074
C 2.252 -1.735 -1.405
H -1.694 -7.286 -0.590
H -2.226 -6.204 1.575
H -1.321 -3.986 2.102
H 0.710 -3.925 -1.683
H -0.242 -6.118 -2.223
H 1.444 -4.247 2.545
H 1.728 -4.259 4.983
H 1.091 -2.278 6.323
H 0.188 -0.268 5.200
H -0.051 -0.229 2.769
H 3.206 -3.092 1.549
H 5.348 -3.187 0.364
H 5.535 -2.337 -1.952
H 3.544 -1.387 -3.081
H 1.390 -1.303 -1.905
```

Summary:
Charge: +1
Spin multiplicity: 5
Frontier orbital gap (alpha / beta) (eV): 7.786 / 7.711
LUMO level (alpha / beta) (eV): -2.4 / -2.5

***

# 8
C40H31InO3P2S2Te as an isolated structure, computed with ωB97M-V/def2-TZVPD.

```
80
C40H31InO3P2S2Te | OMol25 | ωB97M-V/def2-TZVPD
In 0.607 0.983 -0.396
O 0.070 -2.342 1.121
S -0.558 -1.408 0.179
C -0.922 -2.194 -1.368
C -1.222 -3.547 -1.330
C -1.604 -4.185 -2.501
C -1.707 -3.461 -3.681
C -1.378 -2.113 -3.708
C -0.944 -1.463 -2.555
P -0.374 0.260 -2.677
C 0.966 0.329 -3.876
C 1.499 -0.775 -4.532
C 2.560 -0.607 -5.411
C 3.092 0.655 -5.630
C 2.568 1.759 -4.969
C 1.512 1.597 -4.091
C -1.760 1.218 -3.303
C -1.842 1.569 -4.648
C -2.956 2.259 -5.106
C -3.977 2.592 -4.228
C -3.890 2.245 -2.885
C -2.780 1.564 -2.417
C -2.195 -1.044 0.803
C -3.363 -1.505 0.218
C -4.578 -1.249 0.841
C -4.616 -0.556 2.040
C -3.441 -0.087 2.614
C -2.217 -0.311 1.998
P -0.645 0.362 2.650
C -1.013 2.068 2.978
C -1.832 2.813 1.970
C -1.703 4.291 1.980
C -1.144 4.930 3.028
C -0.545 4.158 4.056
C -0.458 2.773 4.031
C -0.230 -0.437 4.203
C 0.913 -1.235 4.208
C 1.277 -1.905 5.367
C 0.507 -1.776 6.513
C -0.634 -0.981 6.510
C -1.007 -0.314 5.357
H -1.156 -4.082 -0.390
H -1.842 -5.240 -2.488
H -2.033 -3.949 -4.589
H -1.447 -1.564 -4.640
H 1.112 -1.769 -4.356
H 2.975 -1.467 -5.918
H 3.921 0.779 -6.314
H 2.984 2.743 -5.137
H 1.106 2.467 -3.582
H -1.043 1.315 -5.333
H -3.024 2.536 -6.149
H -4.842 3.131 -4.590
H -4.686 2.515 -2.204
H -2.708 1.312 -1.364
H -3.340 -2.060 -0.709
H -5.495 -1.605 0.391
H -5.562 -0.380 2.534
H -3.486 0.450 3.554
H -2.875 2.647 2.322
H -2.148 4.816 1.144
H -1.110 6.009 3.081
H -0.099 4.682 4.894
H 0.081 2.255 4.814
H 1.496 -1.347 3.302
H 2.160 -2.530 5.373
H 0.794 -2.300 7.415
H -1.232 -0.887 7.407
H -1.898 0.303 5.364
Te 3.234 0.873 0.031
C 3.104 -1.217 0.001
C 3.401 -2.074 1.018
C 3.226 -3.439 0.656
C 2.798 -3.592 -0.624
S 2.640 -2.079 -1.413
H 3.740 -1.745 1.991
H 3.419 -4.269 1.319
H 2.596 -4.511 -1.150
O -1.777 2.269 0.687
O -0.456 2.644 0.228
```

Summary:
Charge: +2
Frontier orbital gap (eV): 5.306
LUMO level (eV): -7.5

***

| no. | electronic energy (Ha) | molar mass (g mol⁻¹) |
| --- | --- | --- |
| 1 | -1377.3992 | 148.14 |
| 2 | -1041.3259 | 125.17 |
| 3 | -393.8210 | 103.08 |
| 4 | -75.6190 | 24.02 |
| 5 | -586.6413 | 180.24 |
| 6 | -250.5161 | 83.13 |
| 7 | -4328.2067 | 733.77 |
| 8 | -3705.1626 | 928.18 |